#i
4 unconnected molecules or ions with the total composition C3H14O4, computed with wB97M-V/def2-TZVPD.

```
21
C3H14O4, DFT wB97M-V/def2-TZVPD
C 1.593 -0.989 -1.067
C 0.414 -1.904 -0.196
C -0.668 -2.558 -1.158
O -0.175 -0.992 0.738
H 1.934 -0.012 -0.555
H 1.019 -0.574 -1.937
H 2.451 -1.590 -1.519
H 0.936 -2.652 0.413
H -0.109 -3.244 -1.846
H -1.281 -1.821 -1.685
H -1.399 -3.272 -0.657
H -0.514 -1.335 1.544
O -1.037 2.010 -0.528
H -1.246 2.153 -1.449
H -0.992 3.052 -0.323
O -4.113 4.302 -2.647
H -3.652 4.760 -1.913
H -4.494 3.684 -2.097
O 3.925 0.765 5.612
H 3.618 0.174 4.910
H 3.793 0.045 6.359
```

Results
E_HOMO, eV: -10.020
Frontier orbital gap, Ha: 0.383
SMILES: CC(C)O.O.O.O
M, u: 114.1

Here are the natural (NBO) charges for atoms 1 to 8, given in e: -0.65, 0.13, -0.65, -0.75, 0.23, 0.20, 0.21, 0.16

#ii
4 unconnected molecules or ions with the total composition C3H14O4, computed with wB97M-V/def2-TZVPD.

```
21
C3H14O4, DFT wB97M-V/def2-TZVPD
C 0.856 -0.515 -1.372
C -0.433 -1.272 -1.088
C -1.295 -0.446 -0.140
O -0.136 -2.518 -0.499
H 1.578 -1.028 -2.003
H 1.292 -0.199 -0.424
H 0.632 0.399 -1.941
H -1.068 -1.344 -1.979
H -1.504 0.560 -0.495
H -0.762 -0.262 0.802
H -2.223 -0.924 0.173
H -0.208 -3.240 -1.135
O 0.623 4.231 -0.724
H 0.543 3.539 -1.363
H -0.216 4.159 -0.246
O 0.054 -2.785 2.409
H 0.175 -1.937 2.849
H -0.222 -2.468 1.538
O 0.784 1.640 1.885
H 0.922 2.196 1.125
H 0.607 2.214 2.628
```

Results
E_HOMO, eV: -10.619
Frontier orbital gap, Ha: 0.401
SMILES: CC(C)O.O.O.O
M, u: 114.1

Here are the natural (NBO) charges for atoms 1 to 8, given in e: -0.63, 0.09, -0.64, -0.74, 0.22, 0.22, 0.19, 0.16

We find #ii to be the most stable, with the next structure 177.5 kJ/mol higher.

#i
2 unconnected molecules or ions with the total composition C6H17FNO5P2S, computed with wB97M-V/def2-TZVPD.

```
33
C6H17FNO5P2S, DFT wB97M-V/def2-TZVPD
O 2.451 0.325 0.891
P 3.594 0.834 0.120
O 4.999 0.741 0.894
O 3.506 2.438 -0.058
P 3.813 -0.053 -1.887
N 3.042 -1.522 -2.000
S 3.072 -2.642 -0.900
O 3.499 -3.907 -1.428
O 1.927 -2.658 -0.048
F 4.286 -2.222 0.067
H 4.849 0.193 1.671
H 2.688 2.615 -0.534
H 5.192 -0.344 -1.739
C -0.560 0.399 -1.403
C -0.853 0.806 0.037
C -1.530 -0.295 0.848
C -2.901 -0.730 0.326
C -3.935 0.390 0.220
C -4.265 1.043 1.559
H -1.474 0.194 -1.968
H -0.027 1.197 -1.926
H 0.070 -0.492 -1.425
H -1.461 1.719 0.050
H 0.091 1.053 0.526
H -1.621 0.033 1.888
H -0.870 -1.166 0.866
H -3.293 -1.512 0.986
H -2.785 -1.197 -0.655
H -4.854 -0.023 -0.208
H -3.589 1.153 -0.482
H -4.637 0.303 2.271
H -5.034 1.809 1.442
H -3.388 1.521 1.997
```

Results
Charge: -1
E_HOMO, eV: -5.307
Frontier orbital gap, Ha: 0.308
M, u: 296.2

Here are the natural (NBO) charges for atoms 1 to 8, given in e: -1.12, 2.00, -1.00, -0.99, 0.42, -1.31, 2.52, -0.97

#ii
A molecular structure, C6H17FNO5P2S, computed with wB97M-V/def2-TZVPD.

```
33
C6H17FNO5P2S, DFT wB97M-V/def2-TZVPD
O -2.035 -1.055 1.371
P -2.188 -1.069 2.812
O -3.419 -1.938 3.307
O -2.635 0.391 3.290
P -0.392 -1.718 3.910
N 0.660 -2.585 2.945
S 0.117 -3.654 1.919
O 0.815 -4.869 2.042
O 0.032 -3.166 0.602
F -1.358 -4.024 2.379
H -3.733 -2.439 2.524
H -1.902 0.986 3.018
H -1.011 -2.644 4.782
C 1.234 0.788 0.588
C 0.097 1.108 -0.375
C 0.225 0.393 -1.716
C 1.468 0.759 -2.528
C 1.616 2.245 -2.850
C 0.479 2.798 -3.706
H 2.203 1.127 0.213
H 1.063 1.283 1.547
H 1.287 -0.288 0.770
H 0.029 2.193 -0.524
H -0.844 0.801 0.087
H -0.672 0.593 -2.311
H 0.230 -0.686 -1.538
H 1.449 0.195 -3.467
H 2.362 0.424 -1.996
H 2.559 2.393 -3.385
H 1.694 2.826 -1.927
H 0.401 2.253 -4.649
H 0.649 3.851 -3.942
H -0.480 2.729 -3.192
```

Results
Charge: -1
E_HOMO, eV: -5.096
Frontier orbital gap, Ha: 0.300
M, u: 296.2

Here are the natural (NBO) charges for atoms 1 to 8, given in e: -1.13, 2.02, -1.01, -0.99, 0.38, -1.29, 2.54, -0.99

We find #i to be the most stable, with the next structure 34.0 kJ/mol higher.

#i
2 unconnected molecules or ions with the total composition C3H8ClNO2P, computed with wB97M-V/def2-TZVPD.

```
16
C3H8ClNO2P, DFT wB97M-V/def2-TZVPD
C 1.109 -0.987 1.337
C 1.309 0.028 -0.864
C -1.951 0.277 -0.877
N 0.451 -0.373 0.219
O -1.487 0.321 1.829
O -0.230 3.153 -0.259
P -0.839 0.689 0.556
Cl -2.487 -1.395 -0.747
H 0.398 -1.033 2.160
H 1.421 -2.005 1.074
H 1.997 -0.429 1.659
H 2.261 0.431 -0.495
H 1.522 -0.829 -1.519
H 0.808 0.817 -1.424
H -2.823 0.926 -0.812
H -1.460 0.409 -1.836
```

Results
Charge: -1
E_HOMO (spin up / spin down), eV: -3.779 / -3.784
Frontier orbital gap (spin up / spin down), Ha: 0.265 / 0.265
M, u: 156.5

Here are the natural (NBO) charges for atoms 1 to 8, given in e: -0.41, -0.41, -0.75, -0.78, -1.13, -0.92, 1.87, -0.09

#ii
A gas-phase ion, C3H8ClNO2P (charge -1), computed with wB97M-V/def2-TZVPD.

```
16
C3H8ClNO2P, DFT wB97M-V/def2-TZVPD
C 0.157 0.761 -1.257
N 0.203 0.040 0.057
C 1.569 -0.130 0.500
O 2.253 -1.041 -0.323
P -0.905 -1.382 0.183
O -1.481 -1.474 -1.238
C -2.275 -0.323 1.299
Cl -3.204 0.596 0.248
H 1.125 0.586 -1.663
H -0.662 0.323 -1.631
H -0.008 1.795 -1.015
H 1.608 -0.532 1.547
H 2.054 0.952 0.516
H 1.521 -1.348 -0.829
H -3.028 -0.911 1.752
H -1.557 0.305 1.905
```

Results
Charge: -1
E_HOMO, eV: -3.044
Frontier orbital gap, Ha: 0.251
SMILES: CN(CO)P([O-])CCl
M, u: 156.5

Here are the natural (NBO) charges for atoms 1 to 8, given in e: -0.44, -0.80, 0.10, -0.75, 1.17, -1.19, -0.76, -0.07

We find #ii to be the most stable, with the next structure 246.7 kJ/mol higher.

#i
A molecular structure, C4H9N2, computed with wB97M-V/def2-TZVPD.

```
15
C4H9N2, DFT wB97M-V/def2-TZVPD
C 2.478 0.006 0.682
C 1.334 -0.656 1.143
C -1.460 0.008 0.513
C 0.220 0.650 -1.016
N 1.737 0.594 1.502
N -0.156 -0.387 -0.091
H 3.339 0.036 0.039
H 1.154 -1.545 1.521
H -1.249 0.694 1.313
H -2.145 0.259 -0.212
H -1.968 -0.810 1.003
H 1.103 0.352 -1.696
H -0.555 0.950 -1.673
H 0.608 1.568 -0.584
H -0.300 -1.147 -0.662
```

Results
Charge: +1
E_HOMO, eV: -16.120
Frontier orbital gap, Ha: 0.442
M, u: 85.1

Here are the natural (NBO) charges for atoms 1 to 8, given in e: 0.13, 0.14, -0.43, -0.47, -0.22, -0.44, 0.27, 0.22

#ii
A molecular structure, C4H9N2, computed with wB97M-V/def2-TZVPD.

```
15
C4H9N2, DFT wB97M-V/def2-TZVPD
C 1.828 -0.458 -0.425
C 2.594 0.409 0.225
C -1.316 1.228 -0.149
C -0.960 -1.198 -0.049
N 0.803 0.377 -0.444
N -0.407 0.118 -0.271
H 1.903 -1.512 -0.623
H 3.447 0.087 0.821
H 2.442 1.474 0.204
H -0.780 2.156 -0.331
H -2.124 1.132 -0.874
H -1.755 1.246 0.850
H -0.986 -1.425 1.020
H -1.981 -1.229 -0.426
H -0.373 -1.962 -0.556
```

Results
Charge: +1
E_HOMO, eV: -15.102
Frontier orbital gap, Ha: 0.375
M, u: 85.1

Here are the natural (NBO) charges for atoms 1 to 8, given in e: -0.09, -0.15, -0.43, -0.47, -0.03, -0.02, 0.25, 0.23

#iii
2 unconnected molecules or ions with the total composition C4H9N2, computed with wB97M-V/def2-TZVPD.

```
15
C4H9N2, DFT wB97M-V/def2-TZVPD
C -0.561 0.057 -0.278
C 1.252 -1.286 -0.167
C 1.514 1.307 0.467
C 0.813 0.109 -0.510
N -1.720 0.069 -0.310
N -3.455 -0.205 0.481
H 2.409 -1.481 -0.165
H 0.985 -1.715 0.893
H 0.712 -2.014 -0.785
H 0.916 2.232 0.145
H 1.493 1.182 1.526
H 2.479 1.372 -0.020
H 0.906 0.360 -1.508
H -4.077 -0.805 -0.119
H -3.664 0.818 0.351
```

Results
Charge: +1
E_HOMO, eV: -15.796
Frontier orbital gap, Ha: 0.317
M, u: 85.1

Here are the natural (NBO) charges for atoms 1 to 8, given in e: 0.59, -0.63, -0.55, -0.36, -0.25, -0.31, 0.27, 0.25

#iv
A gas-phase ion, C4H9N2 (charge +1), computed with wB97M-V/def2-TZVPD.

```
15
C4H9N2, DFT wB97M-V/def2-TZVPD
C 2.799 -0.144 -0.197
N 1.539 0.038 -0.290
C 0.422 -0.605 0.315
N -0.970 -0.056 -0.004
C -1.857 -0.905 -0.304
C -1.192 1.318 0.168
H 3.399 0.668 -0.770
H 3.302 -0.884 0.386
H 0.275 -1.732 -0.012
H 0.437 -0.299 1.388
H -2.833 -0.554 -0.646
H -1.607 -1.920 -0.681
H -1.401 1.545 1.191
H -0.311 1.763 -0.124
H -2.002 1.766 -0.421
```

Results
Charge: +1
E_HOMO, eV: -13.978
Frontier orbital gap, Ha: 0.331
SMILES: C=NC[N+](=C)C
M, u: 85.1

Here are the natural (NBO) charges for atoms 1 to 8, given in e: 0.03, -0.47, -0.07, -0.20, 0.10, -0.45, 0.21, 0.18

We find #iv to be the most stable, with the next structure 59.4 kJ/mol higher.

#i
A gas-phase ion, C4H9N2 (charge +1), computed with wB97M-V/def2-TZVPD.

```
15
C4H9N2, DFT wB97M-V/def2-TZVPD
C -1.605 -2.227 0.806
C -0.793 -1.237 0.807
N -0.001 -0.277 0.773
C 0.334 0.471 -0.529
C 1.832 0.902 -0.405
N -0.541 1.491 -0.836
H -1.528 -3.279 0.757
H -2.583 -1.880 0.551
H 0.245 0.155 1.624
H 0.278 -0.422 -1.261
H 2.173 1.228 -1.349
H 2.487 0.126 -0.160
H 1.901 1.712 0.260
H -0.828 2.082 0.056
H -1.370 1.154 -1.093
```

Results
Charge: +1
E_HOMO, eV: -14.938
Frontier orbital gap, Ha: 0.388
SMILES: C=C=[NH+][C@H](C)N
M, u: 85.1

Here are the natural (NBO) charges for atoms 1 to 8, given in e: -0.44, 0.50, -0.49, 0.13, -0.63, -0.76, 0.30, 0.29

#ii
2 unconnected molecules or ions with the total composition C4H9N2, computed with wB97M-V/def2-TZVPD.

```
15
C4H9N2, DFT wB97M-V/def2-TZVPD
C -1.778 -0.017 -0.146
C -3.207 0.100 -0.149
C 1.959 -1.281 -0.123
C 1.566 1.110 0.154
N -0.734 -0.315 0.131
N 1.424 -0.100 -0.528
H -3.716 -0.735 -0.464
H -3.414 1.073 -0.701
H -3.430 0.275 0.961
H 1.490 -2.151 -0.671
H 2.996 -1.336 -0.442
H 2.056 -1.335 1.020
H 0.607 1.582 0.178
H 2.018 1.099 1.243
H 2.162 2.031 -0.463
```

Results
Charge: +1
E_HOMO, eV: -15.554
Frontier orbital gap, Ha: 0.305
M, u: 85.1

Here are the natural (NBO) charges for atoms 1 to 8, given in e: 0.42, -0.72, -0.53, -0.54, -0.37, 0.13, 0.27, 0.28

We find #i to be the most stable, with the next structure 242.4 kJ/mol higher.

#i
2 unconnected molecules or ions with the total composition C4H9N2, computed with wB97M-V/def2-TZVPD.

```
15
C4H9N2, DFT wB97M-V/def2-TZVPD
C -1.158 0.975 2.324
C -2.563 0.789 1.892
C 1.786 -1.245 -0.628
C 0.887 0.132 -2.413
N -1.200 0.574 1.171
N 0.900 -0.302 -1.222
H -0.508 1.331 3.092
H -3.014 -0.018 2.362
H -3.156 1.479 1.473
H 1.147 -1.697 0.205
H 2.220 -1.898 -1.409
H 2.665 -0.779 -0.224
H 0.159 0.222 -0.650
H 0.279 0.851 -2.800
H 1.556 -0.413 -3.173
```

Results
Charge: +1
E_HOMO, eV: -13.474
Frontier orbital gap, Ha: 0.316
M, u: 85.1

Here are the natural (NBO) charges for atoms 1 to 8, given in e: 0.11, -0.29, -0.45, 0.13, -0.41, -0.39, 0.22, 0.19

#ii
2 unconnected molecules or ions with the total composition C4H9N2, computed with wB97M-V/def2-TZVPD.

```
15
C4H9N2, DFT wB97M-V/def2-TZVPD
C 0.497 -1.630 -1.204
C 1.515 -1.320 -0.373
C -1.416 -0.258 -1.136
N -0.404 -0.701 -1.795
H 0.338 -2.635 -1.571
H 1.880 -0.266 -0.305
H 2.058 -2.113 0.087
H -2.061 0.482 -1.580
H -1.715 -0.601 -0.127
C -0.108 2.292 2.281
N -0.047 1.220 1.572
H -1.062 2.586 2.709
H 0.817 2.868 2.432
H 0.826 0.866 1.159
H -0.858 0.672 1.351
```

Results
Charge: +1
E_HOMO, eV: -12.631
Frontier orbital gap, Ha: 0.248
M, u: 85.1

Here are the natural (NBO) charges for atoms 1 to 8, given in e: 0.00, -0.51, -0.07, -0.36, 0.23, 0.18, 0.23, 0.20

We find #ii to be the most stable, with the next structure 65.5 kJ/mol higher.